{
  "formula": "C61H61BrN10OPSSiW",
  "method": "ωB97M-V/def2-TZVPD",
  "total_charge": 3,
  "e_homo_ev": [-14.83, -14.83],
  "species": ["W", "C", "N", "C", "N", "C", "C", "C", "C", "C", "C", "C", "C", "C", "C", "C", "C", "C", "C", "P", "C", "N", "C", "C", "N", "C", "C", "C", "C", "C", "C", "C", "C", "C", "C", "C", "C", "C", "C", "N", "C", "C", "N", "C", "C", "C", "C", "C", "C", "C", "C", "C", "C", "C", "C", "C", "H", "H", "H", "H", "H", "H", "H", "H", "H", "H", "H", "H", "H", "H", "H", "H", "H", "H", "H", "H", "H", "H", "H", "H", "H", "H", "H", "H", "H", "H", "H", "H", "H", "H", "H", "H", "H", "H", "H", "C", "C", "C", "C", "C", "Br", "N", "C", "H", "H", "H", "H", "H", "H", "C", "C", "C", "N", "N", "C", "N", "S", "H", "H", "H", "H", "H", "H", "H", "C", "Si", "C", "C", "O", "H", "H", "H", "H", "H", "H", "H", "H", "H"],
  "coordinates": [[0.299, 0.012, 0.072], [-1.968, -4.318, 2.407], [-1.040, -3.165, 2.322], [-0.657, -2.545, 1.221], [0.194, -1.572, 1.522], [0.369, -1.578, 2.905], [-0.417, -2.568, 3.414], [-0.642, -2.997, 4.814], [-1.757, -2.531, 5.513], [-1.966, -2.921, 6.828], [-1.062, -3.774, 7.448], [0.050, -4.237, 6.757], [0.262, -3.851, 5.439], [1.220, -0.672, 3.714], [2.608, -0.781, 3.698], [3.391, 0.024, 4.515], [2.788, 0.930, 5.381], [1.402, 1.008, 5.440], [0.625, 0.206, 4.613], [-1.189, -3.066, -0.440], [-2.067, -1.624, -1.045], [-1.687, -0.359, -1.007], [-2.723, 0.380, -1.548], [-3.738, -0.480, -1.903], [-3.301, -1.743, -1.576], [-3.961, -3.017, -1.936], [-5.117, -0.210, -2.361], [-6.188, -0.735, -1.633], [-7.496, -0.472, -2.010], [-7.748, 0.325, -3.120], [-6.689, 0.851, -3.847], [-5.379, 0.584, -3.472], [-2.895, 1.858, -1.603], [-2.805, 2.548, -2.804], [-3.237, 3.867, -2.897], [-3.774, 4.506, -1.788], [-3.858, 3.829, -0.576], [-3.420, 2.515, -0.488], [0.367, -2.725, -1.288], [1.053, -1.587, -1.268], [2.191, -1.793, -2.066], [2.141, -3.074, -2.547], [0.987, -3.635, -2.035], [0.502, -5.003, -2.329], [3.010, -3.781, -3.511], [3.615, -4.988, -3.169], [4.428, -5.645, -4.083], [4.637, -5.096, -5.342], [4.038, -3.888, -5.686], [3.226, -3.231, -4.773], [3.295, -0.857, -2.397], [3.067, 0.427, -2.872], [4.125, 1.217, -3.307], [5.427, 0.741, -3.249], [5.666, -0.542, -2.768], [4.606, -1.336, -2.361], [-2.897, -4.093, 1.889], [-2.179, -4.501, 3.455], [-1.512, -5.205, 1.975], [-2.458, -1.859, 5.024], [-2.830, -2.557, 7.371], [-1.224, -4.080, 8.475], [0.754, -4.900, 7.244], [1.133, -4.210, 4.899], [3.078, -1.537, 3.080], [4.471, -0.077, 4.497], [3.395, 1.547, 6.034], [0.926, 1.680, 6.145], [-0.459, 0.250, 4.679], [-4.812, -2.793, -2.568], [-4.307, -3.545, -1.051], [-3.271, -3.647, -2.492], [-6.001, -1.336, -0.746], [-8.318, -0.886, -1.438], [-8.768, 0.534, -3.419], [-6.880, 1.465, -4.719], [-4.563, 0.981, -4.063], [-2.435, 2.038, -3.687], [-3.175, 4.389, -3.845], [-4.136, 5.526, -1.868], [-4.289, 4.318, 0.290], [-3.529, 1.974, 0.442], [0.929, -5.321, -3.273], [-0.578, -5.001, -2.411], [0.807, -5.696, -1.550], [3.475, -5.409, -2.177], [4.899, -6.582, -3.812], [5.269, -5.609, -6.057], [4.199, -3.461, -6.669], [2.758, -2.288, -5.039], [2.053, 0.778, -2.967], [3.935, 2.201, -3.719], [6.247, 1.355, -3.602], [6.678, -0.932, -2.733], [4.800, -2.348, -2.021], [5.334, -2.052, 0.883], [4.530, -0.775, 0.886], [5.087, 0.466, 1.116], [4.267, 1.575, 1.249], [2.909, 1.406, 1.108], [1.821, 2.868, 1.528], [2.349, 0.241, 0.757], [3.167, -0.807, 0.682], [6.399, -1.843, 0.971], [5.176, -2.627, -0.030], [5.050, -2.686, 1.728], [6.164, 0.570, 1.230], [4.661, 2.552, 1.493], [2.683, -1.746, 0.465], [-5.673, -0.093, 1.905], [-4.346, -0.823, 2.146], [-3.162, 0.093, 2.272], [-2.090, 0.001, 1.590], [-1.114, 0.956, 1.848], [-1.518, 1.777, 2.810], [-0.855, 2.749, 3.446], [-3.130, 1.447, 3.352], [-6.481, -0.812, 1.766], [-5.625, 0.538, 1.016], [-5.943, 0.532, 2.760], [-4.125, -1.507, 1.321], [-4.421, -1.420, 3.060], [0.122, 2.889, 3.325], [-1.317, 3.291, 4.154], [0.320, 2.879, -3.469], [0.809, 3.071, -1.697], [-0.123, 4.303, -0.706], [2.609, 3.490, -1.593], [0.502, 1.501, -0.964], [-0.251, 3.754, -3.802], [-0.292, 1.991, -3.641], [1.210, 2.812, -4.102], [0.573, 4.857, -0.068], [-0.880, 3.829, -0.078], [-0.631, 5.025, -1.350], [2.915, 3.955, -2.538], [3.268, 2.635, -1.425], [2.779, 4.221, -0.798]],
  "forces_ev_per_angstrom": [[-0.81, 1.29, -1.33], [0.27, 0.26, -0.01], [-0.66, -0.73, 0.88], [-0.09, -0.19, -0.44], [0.74, 0.41, 0.26], [-0.13, 0.01, 0.05], [-0.24, -0.23, 0.01], [0.02, 0.04, -0.09], [0.01, -0.03, -0.04], [0.03, 0.01, -0.03], [-0.01, -0.01, 0.00], [0.00, 0.00, -0.01], [0.05, 0.01, 0.01], [-0.01, -0.06, -0.10], [0.11, -0.08, 0.07], [-0.07, 0.01, -0.01], [-0.01, -0.03, -0.02], [0.04, -0.03, -0.03], [-0.09, 0.11, 0.05], [0.07, -0.28, -0.05], [-0.26, -0.23, -0.02], [0.49, 0.43, 0.08], [0.02, 0.31, 0.20], [-0.24, -0.28, 0.08], [-0.30, -0.26, -0.31], [0.12, 0.28, 0.09], [0.09, -0.03, 0.06], [-0.01, -0.02, 0.13], [0.02, 0.01, -0.04], [0.01, -0.01, 0.02], [-0.01, 0.01, -0.03], [0.05, 0.01, -0.16], [0.00, -0.11, 0.18], [-0.02, 0.05, -0.09], [0.07, 0.00, 0.01], [0.06, 0.03, 0.01], [0.05, -0.02, 0.00], [0.04, 0.08, -0.03], [-0.20, -0.13, 0.12], [0.47, 1.00, 0.09], [0.02, 0.21, 0.06], [-0.20, -0.29, -0.18], [0.16, -0.83, -0.42], [0.16, 0.35, 0.05], [-0.04, 0.06, 0.08], [0.09, -0.06, 0.06], [-0.02, 0.01, 0.02], [-0.01, 0.03, -0.03], [0.01, -0.03, 0.00], [0.00, 0.02, -0.04], [-0.18, -0.04, 0.11], [0.04, -0.06, -0.13], [0.06, -0.06, -0.11], [-0.03, -0.01, 0.00], [-0.01, -0.04, 0.00], [0.12, -0.10, 0.10], [-0.01, 0.06, -0.02], [0.01, 0.02, 0.05], [0.05, 0.02, -0.02], [0.05, -0.03, 0.03], [0.04, -0.02, -0.03], [0.01, 0.03, -0.06], [-0.04, 0.03, -0.03], [-0.07, 0.03, 0.05], [-0.04, 0.06, 0.07], [-0.08, 0.00, 0.02], [-0.05, -0.05, -0.06], [0.03, -0.05, -0.04], [0.12, -0.05, 0.02], [-0.06, 0.07, -0.04], [0.01, 0.04, 0.05], [0.04, 0.03, 0.01], [0.00, 0.03, -0.11], [0.05, 0.03, -0.03], [0.06, -0.02, 0.02], [0.01, -0.04, 0.06], [-0.07, -0.04, 0.06], [-0.07, 0.05, 0.04], [-0.01, -0.03, 0.03], [0.04, -0.11, 0.00], [0.04, -0.04, -0.06], [-0.03, -0.04, 0.06], [0.05, 0.02, -0.07], [-0.08, 0.05, 0.01], [0.05, 0.01, 0.06], [-0.02, 0.02, -0.07], [-0.03, 0.07, -0.02], [-0.05, 0.04, 0.06], [-0.01, -0.04, 0.09], [0.03, -0.06, 0.01], [-0.19, 0.10, -0.01], [0.00, -0.09, 0.03], [-0.06, -0.04, 0.04], [-0.09, 0.03, -0.01], [-0.04, 0.11, -0.12], [-0.09, 0.14, 0.02], [0.21, -0.35, 0.01], [0.39, 0.23, 0.06], [0.09, 0.03, 0.02], [0.19, 0.10, 0.22], [0.04, 0.05, 0.18], [-0.11, 0.64, 0.33], [0.12, -0.72, -0.11], [-0.01, 0.01, -0.01], [-0.02, 0.04, 0.11], [0.01, 0.04, -0.01], [-0.14, 0.02, 0.01], [0.01, -0.07, -0.01], [0.04, -0.12, -0.01], [0.12, 0.08, 0.04], [0.03, 0.06, -0.03], [-0.37, 0.16, 0.11], [0.17, -0.32, 0.01], [-0.16, -0.39, -0.28], [0.07, 0.05, 0.11], [-0.31, -0.01, -0.39], [-0.17, 0.06, 0.22], [0.05, 0.01, 0.03], [0.01, -0.02, 0.03], [0.02, -0.02, -0.05], [0.03, 0.02, 0.02], [0.02, -0.02, -0.02], [0.51, -0.06, -0.13], [-0.05, 0.03, 0.04], [-0.12, -0.07, -0.30], [0.17, -0.15, -0.11], [-0.40, 0.29, 0.21], [0.39, 0.08, 0.09], [0.05, -0.75, 0.41], [0.08, -0.17, 0.04], [0.10, 0.10, -0.03], [-0.07, -0.03, 0.03], [-0.18, -0.02, -0.09], [-0.08, 0.07, 0.01], [-0.01, -0.05, 0.02], [-0.03, -0.06, 0.13], [-0.06, 0.15, 0.00], [0.04, -0.06, -0.13]]
}